Here is a structure of composition C21H11Cl2FeN14O2S in a non-equilibrium geometry from OMol25. Energies are from ωB97M-V with the def2-TZVPD basis set.

Geometry as XYZ:
```
52
Properties=species:S:1:pos:R:3:forces:R:3
Fe -0.415181 0.289706 -0.149632 0.212 -1.536 1.056
Cl -0.910103 -5.597494 -3.619090 -0.022 -0.006 -0.001
C -1.023495 -3.913345 -3.182933 0.017 -0.033 0.005
C -0.615784 -3.539395 -1.901043 -0.019 0.015 0.012
C -0.696195 -2.208941 -1.531731 0.075 0.079 -0.146
N -0.427514 -1.637949 -0.281267 0.546 -0.265 -0.344
C -0.510395 -2.397998 0.836142 -0.065 -0.017 -0.022
O -0.374177 -3.601237 0.963919 -0.077 0.023 -0.032
C -1.060893 -1.565106 1.951892 0.003 0.039 0.128
C -1.229329 -2.048674 3.238065 0.030 0.062 -0.056
C -1.891257 -1.249966 4.148536 -0.014 -0.028 0.045
C -2.379172 -0.015840 3.737975 -0.026 0.015 -0.011
C -2.158652 0.394963 2.436997 -0.008 -0.077 0.023
N -1.504314 -0.371477 1.565201 -0.161 0.355 -0.177
C -1.141352 -1.250031 -2.468086 -0.029 -0.079 0.039
C -1.546360 -1.626877 -3.735809 -0.010 -0.044 0.035
C -1.490952 -2.975523 -4.082322 0.008 0.041 0.000
Cl -2.040685 -3.437429 -5.671122 0.024 -0.009 -0.020
N -1.045703 0.031569 -1.974899 -0.695 0.383 0.245
C -0.691829 1.102156 -2.713384 0.422 0.260 0.038
O -1.141295 1.559608 -3.748827 -0.017 -0.359 -0.081
C 0.595039 1.678458 -2.117175 -0.611 0.058 -0.847
C 1.098147 2.891405 -2.545009 0.521 -0.116 0.276
C 2.355889 3.238619 -2.075787 -0.061 -0.056 0.091
C 3.026899 2.372042 -1.214854 0.038 -0.013 -0.138
C 2.427772 1.189578 -0.819569 0.045 -0.264 0.007
N 1.220471 0.836662 -1.287170 -0.443 1.179 0.335
H -0.229038 -4.275344 -1.215522 0.002 0.000 0.010
H -0.835384 -3.026736 3.473044 0.013 0.000 0.003
H -2.035618 -1.583648 5.168649 0.006 0.010 0.003
H -2.918661 0.630696 4.416229 0.004 0.001 0.001
H -2.509566 1.350004 2.072316 0.014 0.015 0.018
H -1.909806 -0.889223 -4.435958 0.005 0.007 -0.001
H 0.504242 3.505641 -3.205144 0.016 -0.022 -0.041
H 2.813810 4.176114 -2.368056 0.000 0.011 0.032
H 4.006922 2.610071 -0.825643 0.002 0.015 -0.023
H 2.898481 0.484348 -0.136853 -0.009 0.053 0.039
N 0.029423 3.394286 1.075289 0.040 0.071 0.045
C -1.200985 3.124982 0.512775 -0.022 -0.059 0.029
N -2.197805 3.982867 0.412595 0.042 0.009 0.018
N -3.172847 3.277204 -0.206944 -0.037 -0.006 0.001
N -2.785053 2.079146 -0.458953 -0.018 -0.014 0.017
N -1.516572 1.939325 -0.003988 0.219 0.365 -0.492
C 0.747135 2.377462 1.690804 0.000 -0.007 -0.003
N 1.661547 2.578502 2.615802 0.053 0.049 -0.121
N 2.147476 1.339256 2.868585 -0.036 -0.047 0.069
N 1.553583 0.458577 2.147288 -0.245 0.074 0.265
N 0.630828 1.087205 1.382859 0.139 0.031 -0.186
H 0.117988 4.295976 1.513459 -0.038 -0.016 0.026
S 3.186415 -2.034392 0.486832 0.129 -0.178 -0.120
C 4.434216 -2.643370 1.408729 0.000 0.065 -0.081
N 5.309776 -3.072947 2.048568 0.039 -0.034 0.032
```
Positions in Å, forces in eV/Å.

The total energy comes out at -117181.720 eV. As for the charge: -2. As for the spin multiplicity: 2. The calculation puts the HOMO-LUMO gap (alpha / beta) at 5.688 / 5.861 eV.

Atomic partial charges in e from the Löwdin method, atoms 1 to 2: 0.698, 0.610

***

Here is a cluster of 2 separate species, C21H11Cl6O3 in total in a non-equilibrium geometry from OMol25. Energies are from ωB97M-V with the def2-TZVPD basis set.

Geometry as XYZ:
```
41
Properties=species:S:1:pos:R:3:forces:R:3
Cl 0.224476 0.887421 -0.425629 1.106 1.182 0.014
C 2.257282 3.338599 0.404404 -1.648 -0.105 -0.790
Cl 3.359866 2.373643 -0.522761 -0.276 -0.199 0.107
C 1.279001 4.161710 -0.356033 0.141 -0.377 0.332
O 0.957500 3.905701 -1.530649 0.554 0.557 0.526
C 0.724146 5.261475 0.447070 1.417 -1.213 0.146
Cl 0.077518 6.547511 -0.438199 -0.636 0.783 -0.396
C 0.926429 5.306089 1.816125 0.306 -1.433 0.022
Cl 0.566003 6.722865 2.694808 -0.276 0.530 0.372
C 1.436672 4.173507 2.513797 -0.195 -0.033 -1.610
Cl 1.751722 4.201328 4.183517 -0.167 0.024 0.960
C 1.977741 3.109497 1.737343 0.673 1.104 0.328
Cl 2.445771 1.607985 2.487921 0.216 0.350 0.040
C 1.630549 -3.092249 3.714006 -0.219 0.189 -0.084
C 1.381289 -3.564507 2.422692 -0.031 -0.143 -0.127
C 0.582031 -2.827601 1.542683 0.110 0.434 0.200
C 0.034675 -1.606607 1.955203 -0.090 -0.307 0.276
C -0.954484 -0.854642 1.095246 0.473 0.014 0.175
C -0.558260 -0.652808 -0.380113 -1.004 -0.586 0.119
C -1.751090 -0.441358 -1.318776 -0.910 0.451 -0.309
C -1.763662 -1.180115 -2.639796 -0.370 -0.404 -0.001
C -1.129171 -2.416068 -2.860575 -0.023 0.487 -0.070
C -1.235463 -3.038485 -4.109665 0.002 0.033 0.119
C -1.985620 -2.450035 -5.132399 -0.026 0.051 0.266
C -2.646464 -1.240714 -4.898405 0.161 -0.057 0.279
C -2.547501 -0.620133 -3.657452 0.306 -0.084 -0.104
O -2.614293 0.384197 -1.073146 0.987 -1.159 -0.245
O -1.932906 -0.346032 1.569818 0.005 -0.217 0.039
C 0.297763 -1.126634 3.246886 0.051 -0.206 -0.173
C 1.093944 -1.860835 4.122571 -0.017 -0.202 -0.319
H 2.227970 -3.688382 4.409253 -0.149 0.240 -0.275
H 1.800226 -4.522588 2.087603 -0.178 0.444 0.227
H 0.377432 -3.179016 0.529489 0.114 -0.098 0.326
H 0.154229 -1.407394 -0.717343 -0.243 0.111 -0.008
H -0.540709 -2.873030 -2.056716 -0.232 0.088 -0.421
H -0.721183 -3.987572 -4.281221 -0.204 0.305 0.039
H -2.068319 -2.937127 -6.104966 0.073 0.118 0.269
H -3.237059 -0.758044 -5.670164 0.080 -0.168 -0.022
H -3.042895 0.329361 -3.468769 0.081 -0.214 0.018
H -0.117307 -0.166848 3.539688 0.014 -0.158 -0.005
H 1.282145 -1.472051 5.122646 0.025 -0.133 -0.240
```
Positions in Å, forces in eV/Å.

The total energy comes out at -103233.429 eV. As for the charge: -1. The calculation puts the HOMO-LUMO gap at 5.586 eV.

Atomic partial charges in e from the Löwdin method, atoms 1 to 2: 0.866, -0.670

***

Here is a structure of composition C21H12Cl2N3OPd from OMol25. Energies are from ωB97M-V with the def2-TZVPD basis set.

Geometry as XYZ:
```
40
Properties=species:S:1:pos:R:3:forces:R:3
Pd -1.329610 -0.627921 -0.502630 -0.011 -0.294 0.059
C -2.355532 2.815602 1.910358 0.033 0.088 0.032
C -2.649867 1.617517 1.244665 -0.068 0.112 -0.066
N -2.170436 1.317483 0.045976 0.095 -0.039 -0.057
C -1.372103 2.230289 -0.567577 -0.065 0.371 0.199
C -1.093194 3.494737 -0.010411 -0.192 -0.285 0.177
C -1.599438 3.768843 1.278620 0.011 -0.041 -0.113
C -0.254498 4.405405 -0.714794 0.232 0.072 -0.324
C 0.348128 4.042183 -1.875521 -0.087 0.261 0.292
C 0.158604 2.740362 -2.421904 -0.053 -0.371 -0.090
C 0.895452 2.265505 -3.528512 -0.083 0.020 0.069
C 0.690236 0.980011 -3.959187 0.060 0.068 -0.019
C -0.278264 0.187998 -3.327282 -0.054 0.110 -0.084
N -0.969876 0.593693 -2.270889 -0.009 -0.001 0.153
C -0.734080 1.845865 -1.797597 0.205 0.216 -0.316
H -2.742548 2.982003 2.907754 -0.025 -0.006 -0.015
H -3.322721 0.894705 1.688585 0.041 -0.060 -0.014
H -1.369606 4.717892 1.748522 -0.012 -0.007 0.027
H -0.073720 5.383562 -0.282989 0.009 -0.010 0.006
H 1.017982 4.725524 -2.385696 0.007 -0.008 0.009
H 1.616350 2.918434 -4.006318 0.012 -0.021 -0.017
H 1.252261 0.574687 -4.791117 -0.028 -0.005 -0.010
H -0.521887 -0.793402 -3.713942 -0.001 -0.034 0.064
Cl -2.109910 -5.790222 0.720392 -0.079 -0.003 -0.040
C -0.742401 -4.783649 1.112850 0.048 -0.016 0.030
C 0.298110 -5.352922 1.829766 0.178 0.169 0.041
C 1.406176 -4.612992 2.171912 -0.097 -0.209 0.014
Cl 2.691927 -5.385516 3.079888 0.060 -0.004 0.032
C 1.510465 -3.260822 1.802164 -0.150 0.169 -0.132
C 2.609093 -2.429310 2.110273 0.071 0.060 0.018
C 2.611083 -1.123146 1.702101 0.035 -0.115 0.054
C 1.514313 -0.633154 0.980478 -0.028 -0.031 -0.004
N 0.477208 -1.382472 0.678019 -0.144 0.109 -0.114
C 0.440125 -2.674098 1.064038 0.205 -0.156 0.153
C -0.759444 -3.430839 0.680612 -0.166 -0.129 -0.042
O -1.699642 -2.918120 0.033927 0.124 0.020 0.063
H 0.239322 -6.392048 2.124599 -0.031 -0.011 -0.012
H 3.439935 -2.839820 2.668818 -0.002 0.004 -0.002
H 3.444056 -0.469644 1.928436 0.001 0.006 -0.001
H 1.487954 0.397798 0.643610 -0.041 0.001 -0.023
```
Positions in Å, forces in eV/Å.

The total energy comes out at -57015.726 eV. As for the charge: -1. The calculation puts the HOMO-LUMO gap (alpha / beta) at 5.345 / 5.342 eV.

Atomic partial charges in e from the Löwdin method, atoms 1 to 2: 0.500, -0.079